No. 1
ORCA calculation (the ωB97M-V functional and the def2-TZVPD basis) on the molecule C4H4N2O at a distorted geometry.

Results
Maximum force   5.518 eV/A
Structure (SMILES)   CC1=NC=NC1=O
Energy relative to the best compared isomer or geometry (same formula, charge and spin)   1.9731 eV
HOMO-LUMO gap   9.16 eV
LUMO   -1.33 eV
Total energy   -9238.5148 eV

Positions of all 11 atoms, in Å:
C (2.12240, -0.36730, 0.13012)
C (0.60606, -0.34165, -0.19320)
N (-0.06534, -1.37635, -0.16913)
C (-1.39117, -0.95858, 0.02587)
N (-1.65752, 0.26656, 0.23028)
C (-0.22708, 0.80680, -0.07566)
O (0.00913, 1.94944, -0.08251)
H (2.15244, 0.01762, 1.21262)
H (2.73902, 0.32976, -0.48355)
H (2.53124, -1.27792, 0.18392)
H (-2.09702, -1.73207, -0.00373)

Partial charges, natural (NBO), in e:
1 C -0.63
2 C 0.20
3 N -0.41
4 C 0.24
5 N -0.45
6 C 0.59
7 O -0.42
8 H 0.23
9 H 0.24
10 H 0.23
11 H 0.18

---

No. 2
ORCA calculation (the ωB97M-V functional and the def2-TZVPD basis) on a cluster of 2 separate species, C4H4N2O in total at a distorted geometry.

Results
Maximum force   1.137 eV/A
Structure (SMILES)   C1=NC1.N#CC=O
Energy relative to the best compared isomer or geometry (same formula, charge and spin)   3.9879 eV
HOMO-LUMO gap   9.37 eV
LUMO   -1.07 eV
Total energy   -9236.5000 eV

Positions of all 11 atoms, in Å:
C (-0.77725, 1.07116, 0.34986)
N (-1.88334, 1.37864, 0.84424)
C (-1.70098, -0.02573, 0.24881)
H (0.21044, 1.48919, 0.17592)
H (-2.19985, -0.23714, -0.69609)
H (-1.63915, -0.86467, 0.94149)
N (2.80144, -0.60538, 1.26353)
C (2.11073, -0.57531, 0.33587)
C (1.24766, -0.54875, -0.86280)
O (0.33074, -1.31332, -1.00036)
H (1.49956, 0.23130, -1.60049)

Partial charges, natural (NBO), in e:
1 C 0.03
2 N -0.28
3 C -0.32
4 H 0.19
5 H 0.19
6 H 0.19
7 N -0.22
8 C 0.14
9 C 0.33
10 O -0.42
11 H 0.16

---

No. 3
ORCA calculation (the ωB97M-V functional and the def2-TZVPD basis) on the molecule C4H4N2O at a distorted geometry.

Results
Maximum force   5.588 eV/A
Structure (SMILES)   N#C[C@H]1CN1C=O
Energy relative to the best compared isomer or geometry (same formula, charge and spin)   2.4599 eV
HOMO-LUMO gap   11.06 eV
LUMO   0.53 eV
Total energy   -9238.0280 eV

Positions of all 11 atoms, in Å:
N (2.57231, -1.29011, -0.20199)
C (1.56220, -0.70156, 0.06617)
C (0.64931, 0.28979, 0.62535)
C (-0.04467, 1.22776, -0.41369)
N (-0.73829, 0.16916, 0.31333)
C (-1.40121, -0.93854, -0.08074)
O (-0.99848, -2.06523, 0.08284)
H (0.92055, 0.70820, 1.55129)
H (0.16342, 1.06121, -1.49804)
H (-0.20128, 2.22221, 0.05907)
H (-2.48386, -0.68287, -0.50359)

Partial charges, natural (NBO), in e:
1 N -0.28
2 C 0.25
3 C -0.15
4 C -0.20
5 N -0.44
6 C 0.54
7 O -0.54
8 H 0.25
9 H 0.23
10 H 0.22
11 H 0.12

---

No. 4
ORCA calculation (the ωB97M-V functional and the def2-TZVPD basis) on the molecule C4H4N2O at a distorted geometry.

Results
Maximum force   6.804 eV/A
Structure (SMILES)   c1oc2c[nH][nH]c1-2
Energy relative to the best compared isomer or geometry (same formula, charge and spin)   7.6036 eV
HOMO-LUMO gap   8.08 eV
LUMO   0.81 eV
Total energy   -9232.8843 eV

Positions of all 11 atoms, in Å:
C (1.76329, -0.94542, -0.01308)
O (2.06414, 0.48963, -0.06537)
C (0.74113, 0.87761, 0.15580)
C (-0.49702, 1.32799, -0.04697)
N (-1.46421, 0.36908, -0.08665)
N (-0.91612, -0.94177, 0.02440)
C (0.39603, -0.89069, -0.02201)
H (2.58750, -1.49522, -0.37207)
H (-0.76615, 2.28712, 0.02343)
H (-2.40678, 0.62849, 0.10189)
H (-1.50180, -1.70681, 0.30063)

Partial charges, natural (NBO), in e:
1 C -0.09
2 O -0.49
3 C 0.28
4 C -0.14
5 N -0.42
6 N -0.43
7 C 0.07
8 H 0.20
9 H 0.21
10 H 0.40
11 H 0.41

---

No. 5
ORCA calculation (the ωB97M-V functional and the def2-TZVPD basis) on the molecule C4H4N2O.

Results
Maximum force   0.825 eV/A
Structure (SMILES)   N=C=C/C=C\N=O
Energy relative to the best compared isomer or geometry (same formula, charge and spin)   4.1042 eV
HOMO-LUMO gap (spin up / spin down)   8.25 / 8.25 eV
LUMO (spin up / spin down)   -0.65 / -0.65 eV
Total energy   -9236.3837 eV

Positions of all 11 atoms, in Å:
N (2.51270, -0.07603, -0.28901)
C (1.31721, -0.24214, -0.17393)
C (0.21585, -1.07013, -0.06750)
C (-1.09213, -0.61334, -0.00575)
C (-1.56202, 0.69709, 0.05861)
N (-0.78825, 1.79024, 0.00625)
O (0.41571, 1.58053, -0.32505)
H (3.02351, 0.56367, 0.30428)
H (0.41639, -2.12419, 0.12908)
H (-1.84844, -1.38562, 0.10341)
H (-2.61052, 0.87993, 0.25961)

Partial charges, natural (NBO), in e:
1 N -0.64
2 C 0.59
3 C -0.44
4 C -0.08
5 C -0.17
6 N 0.06
7 O -0.41
8 H 0.41
9 H 0.25
10 H 0.22
11 H 0.21

---

No. 6
ORCA calculation (the ωB97M-V functional and the def2-TZVPD basis) on the molecule C4H4N2O.

Results
Maximum force   0.875 eV/A
Structure (SMILES)   [H]/N=c1/cccno1
Energy relative to the best compared isomer or geometry (same formula, charge and spin)   3.2496 eV
HOMO-LUMO gap   9.46 eV
LUMO   -0.11 eV
Total energy   -9237.2383 eV

Positions of all 11 atoms, in Å:
H (-1.84352, 1.26769, 1.38525)
N (-0.94624, 0.87592, 1.66109)
C (-0.65248, -0.11506, 0.94399)
C (0.75921, -0.47611, 0.83121)
C (1.15622, -0.20627, -0.41858)
C (0.16336, -0.31119, -1.48008)
N (-1.06662, -0.64792, -1.31576)
O (-1.50487, -0.66777, 0.00341)
H (1.40128, -0.54241, 1.70193)
H (2.13732, 0.19300, -0.62017)
H (0.46817, -0.24312, -2.51941)

Partial charges, natural (NBO), in e:
1 H 0.36
2 N -0.65
3 C 0.50
4 C -0.19
5 C -0.24
6 C -0.04
7 N -0.06
8 O -0.36
9 H 0.24
10 H 0.23
11 H 0.22

---

No. 7
ORCA calculation (the ωB97M-V functional and the def2-TZVPD basis) on the molecule C4H4N2O at a distorted geometry.

Results
Maximum force   1.007 eV/A
Energy relative to the best compared isomer or geometry (same formula, charge and spin)   4.3122 eV
HOMO-LUMO gap   8.05 eV
LUMO   -1.31 eV
Total energy   -9236.1757 eV

Positions of all 11 atoms, in Å:
O (2.13702, -0.17041, 2.05309)
C (1.92140, -0.53901, 0.92321)
C (0.60987, -0.65782, 0.29174)
C (0.18296, -0.42672, -0.97173)
N (-0.87148, 0.12756, -1.51075)
C (-1.67468, 0.66597, -0.53842)
N (-1.33881, 0.64572, 0.69969)
H (2.77494, -0.86415, 0.26048)
H (0.93465, -0.92525, -1.59769)
H (-2.60835, 1.10292, -0.91477)
H (-2.06752, 1.04119, 1.30515)

Partial charges, natural (NBO), in e:
1 O -0.51
2 C 0.27
3 C 0.18
4 C -0.02
5 N -0.54
6 C 0.27
7 N -0.64
8 H 0.16
9 H 0.25
10 H 0.19
11 H 0.38

---

No. 8
ORCA calculation (the ωB97M-V functional and the def2-TZVPD basis) on the molecule C4H4N2O at a distorted geometry.

Results
Maximum force   4.710 eV/A
Structure (SMILES)   O=Cc1cnc[nH]1
Energy relative to the best compared isomer or geometry (same formula, charge and spin)   1.6307 eV
HOMO-LUMO gap   9.29 eV
LUMO   0.07 eV
Total energy   -9238.8572 eV

Positions of all 11 atoms, in Å:
O (1.96094, 1.25024, -1.44118)
C (1.76507, 0.16164, -0.93620)
C (0.41661, -0.25593, -0.14514)
C (-0.36966, -1.32465, 0.36427)
N (-1.55991, -0.85185, 0.85540)
C (-1.50994, 0.45388, 0.67916)
N (-0.35549, 0.82992, 0.11115)
H (2.16360, -0.78700, -0.65464)
H (-0.19273, -2.39961, 0.41272)
H (-2.27883, 1.16928, 0.92983)
H (-0.04244, 1.74046, -0.17953)

Partial charges, natural (NBO), in e:
1 O -0.52
2 C 0.43
3 C -0.08
4 C -0.06
5 N -0.45
6 C 0.18
7 N -0.50
8 H 0.16
9 H 0.22
10 H 0.20
11 H 0.43

---

No. 9
ORCA calculation (the ωB97M-V functional and the def2-TZVPD basis) on the molecule C4H4N2O at a distorted geometry.

Results
Maximum force   1.124 eV/A
Structure (SMILES)   O=c1cc[nH]cn1
Energy relative to the best compared isomer or geometry (same formula, charge and spin)   0.5869 eV
HOMO-LUMO gap   9.74 eV
LUMO   0.38 eV
Total energy   -9239.9010 eV

Positions of all 11 atoms, in Å:
O (-1.92281, -1.17546, 1.45680)
C (-1.00495, -0.55232, 0.96212)
C (0.10359, -1.23370, 0.28504)
C (0.74466, -0.57087, -0.68623)
N (0.70291, 0.80959, -0.72731)
C (-0.15812, 1.43861, 0.12606)
N (-1.01204, 0.85791, 0.88389)
H (0.18781, -2.31332, 0.35893)
H (1.04953, -1.13243, -1.55855)
H (1.40732, 1.34575, -1.21181)
H (-0.09791, 2.52623, 0.11105)

Partial charges, natural (NBO), in e:
1 O -0.56
2 C 0.59
3 C -0.32
4 C 0.01
5 N -0.58
6 C 0.30
7 N -0.50
8 H 0.24
9 H 0.22
10 H 0.42
11 H 0.19

---

No. 10
ORCA calculation (the ωB97M-V functional and the def2-TZVPD basis) on the molecule C4H4N2O at a distorted geometry.

Results
Maximum force   1.724 eV/A
Energy relative to the best compared isomer or geometry (same formula, charge and spin)   2.7374 eV
HOMO-LUMO gap   12.20 eV
LUMO   0.36 eV
Total energy   -9237.7505 eV

Positions of all 11 atoms, in Å:
N (1.91631, -0.59809, 0.34527)
C (1.79748, -0.48860, 1.52029)
C (1.08623, 0.03467, -0.68042)
O (-0.11559, -0.64390, -0.86539)
C (-1.10908, -0.46885, 0.12078)
C (-1.52910, 0.94207, 0.26567)
N (-1.83567, 2.05030, 0.38279)
H (1.63089, -0.00142, -1.61449)
H (0.91773, 1.07251, -0.36479)
H (-1.96632, -1.05778, -0.21635)
H (-0.79288, -0.84089, 1.10665)

Partial charges, natural (NBO), in e:
1 N -0.58
2 C 0.34
3 C 0.08
4 O -0.49
5 C -0.18
6 C 0.23
7 N -0.29
8 H 0.21
9 H 0.19
10 H 0.24
11 H 0.23

---

No. 11
ORCA calculation (the ωB97M-V functional and the def2-TZVPD basis) on the molecule C4H4N2O.

Results
Maximum force   0.706 eV/A
Structure (SMILES)   N=C=C/C=C\N=O
Energy relative to the best compared isomer or geometry (same formula, charge and spin)   4.4678 eV
HOMO-LUMO gap (spin up / spin down)   8.27 / 8.27 eV
LUMO (spin up / spin down)   -0.38 / -0.38 eV
Total energy   -9236.0201 eV

Positions of all 11 atoms, in Å:
N (-0.96311, 2.15008, -0.77377)
C (-0.14280, 1.25304, -0.81185)
C (0.69150, 0.23658, -0.97468)
C (0.78503, -0.94321, -0.12730)
C (0.22507, -1.21439, 1.06329)
N (-0.62330, -0.36970, 1.84351)
O (-1.62262, 0.01793, 1.27736)
H (-0.77111, 2.94441, -0.16745)
H (1.39934, 0.33175, -1.79402)
H (1.48512, -1.69188, -0.49402)
H (0.51363, -2.09352, 1.62981)

Partial charges, natural (NBO), in e:
1 N -0.60
2 C 0.49
3 C -0.50
4 C -0.16
5 C -0.16
6 N 0.11
7 O -0.28
8 H 0.39
9 H 0.26
10 H 0.22
11 H 0.22

---

No. 12
ORCA calculation (the ωB97M-V functional and the def2-TZVPD basis) on the molecule C4H4N2O.

Results
Maximum force   0.706 eV/A
Energy relative to the best compared isomer or geometry (same formula, charge and spin)   5.6047 eV
HOMO-LUMO gap (spin up / spin down)   7.93 / 7.93 eV
LUMO (spin up / spin down)   -0.96 / -0.96 eV
Total energy   -9234.8832 eV

Positions of all 11 atoms, in Å:
N (1.38390, 0.57600, 0.79451)
C (0.89464, 0.07388, -0.33699)
C (0.43378, -1.36750, -0.27209)
N (-0.80065, -1.54362, 0.02066)
C (-1.40381, -0.29108, 0.24251)
C (-0.64947, 0.79667, 0.11413)
O (0.62498, 0.76048, -1.40490)
H (1.61455, 1.55988, 0.61951)
H (1.09928, -2.20668, -0.45856)
H (-2.45021, -0.22492, 0.51740)
H (-0.74698, 1.86689, 0.16383)

Partial charges, natural (NBO), in e:
1 N -0.56
2 C 0.38
3 C 0.08
4 N -0.37
5 C -0.18
6 C 0.14
7 O -0.56
8 H 0.34
9 H 0.21
10 H 0.25
11 H 0.26

---

Which of these has the highest total energy? number 4

---

Number 1 is which compound? C4H4N2O